No. 1
{"formula": "C25H28N4O5S", "method": "ωB97M-V/def2-TZVPD", "symbols": ["C", "C", "C", "C", "C", "C", "C", "N", "S", "O", "O", "C", "C", "C", "C", "N", "C", "C", "C", "O", "N", "C", "C", "C", "C", "N", "O", "C", "C", "C", "O", "C", "C", "C", "C", "H", "H", "H", "H", "H", "H", "H", "H", "H", "H", "H", "H", "H", "H", "H", "H", "H", "H", "H", "H", "H", "H", "H", "H", "H", "H", "H", "H"], "xyz": [[-0.76433, -2.99257, -0.23633], [-2.21481, -3.47223, -0.13893], [-2.37707, -4.47815, 1.00163], [-3.13188, -2.28622, 0.02611], [-3.95805, -1.88206, -1.01422], [-4.75553, -0.75720, -0.90325], [-4.75424, -0.01824, 0.27291], [-5.49670, 1.16583, 0.39424], [-4.64873, 2.56201, 0.81131], [-5.44794, 3.64947, 0.32951], [-4.29752, 2.51770, 2.19367], [-3.18672, 2.36645, -0.20183], [-3.25893, 2.73613, -1.53958], [-2.22996, 2.41227, -2.39257], [-1.13757, 1.67249, -1.91872], [-0.13063, 1.29480, -2.76234], [0.91035, 0.54665, -2.32763], [1.05943, 0.16140, -1.03667], [2.21020, -0.76108, -0.74862], [2.36283, -1.75669, -1.44017], [3.04049, -0.42733, 0.25400], [2.96734, 0.83725, 0.96436], [4.17182, 1.01746, 1.88007], [5.49043, 0.89231, 1.09839], [5.66012, 2.16067, 0.26294], [6.23922, 3.18477, 0.93076], [5.28064, 2.27296, -0.88063], [5.46555, -0.35326, 0.19610], [4.23525, -1.21738, 0.45787], [0.04633, 0.48911, -0.04190], [0.08119, 0.12315, 1.12468], [-1.06969, 1.29926, -0.56577], [-2.10790, 1.67477, 0.28958], [-3.96100, -0.43497, 1.33652], [-3.15457, -1.54788, 1.20464], [-0.62940, -2.35284, -1.10598], [-0.08710, -3.83765, -0.33151], [-0.48603, -2.42339, 0.64681], [-2.47400, -3.97724, -1.07664], [-2.03267, -4.05767, 1.94220], [-1.79216, -5.37164, 0.79498], [-3.42099, -4.76439, 1.11151], [-3.96900, -2.44585, -1.93662], [-5.38047, -0.44844, -1.73032], [-6.11279, 1.35389, -0.38311], [-4.12400, 3.28488, -1.87756], [-2.26316, 2.70378, -3.43222], [-0.18551, 1.56385, -3.73449], [1.64161, 0.26098, -3.06998], [2.05385, 0.86470, 1.56639], [2.93478, 1.66004, 0.23943], [4.10494, 2.00021, 2.35114], [4.14711, 0.26946, 2.67327], [6.31664, 0.83498, 1.81318], [6.57270, 3.09541, 1.87334], [6.36312, 4.06492, 0.45816], [5.43062, -0.02036, -0.84410], [6.36797, -0.94828, 0.33496], [4.24510, -1.62708, 1.47253], [4.19404, -2.04621, -0.25148], [-2.04710, 1.41238, 1.33300], [-3.98013, 0.13541, 2.25115], [-2.52540, -1.83545, 2.03186]], "atomic_forces_ev_per_a": [[-0.17, -0.16, -0.13], [0.17, -0.02, 0.14], [-0.07, 0.05, -0.27], [-0.06, -0.10, -0.15], [0.02, -0.01, 0.05], [-0.11, 0.24, 0.11], [0.34, -0.75, 0.11], [-0.04, 0.86, 0.31], [-0.15, 0.00, -0.47], [0.02, -0.10, -0.27], [0.27, -0.31, -0.05], [-0.38, 0.11, 0.61], [0.13, 0.06, -0.26], [-0.09, 0.01, 0.06], [-0.35, 0.06, 0.58], [0.15, -0.01, -0.40], [0.10, -0.05, 0.22], [-0.01, -0.07, 0.00], [-0.27, 0.10, -0.02], [0.02, -0.22, -0.33], [0.16, -0.06, 0.15], [-0.33, 0.53, 0.30], [-0.01, 0.00, -0.18], [-0.03, 0.02, -0.15], [0.21, -0.27, 0.45], [0.21, 0.48, 0.15], [-0.19, 0.00, -0.42], [-0.08, -0.09, 0.01], [0.33, -0.32, -0.18], [0.08, 0.09, -0.19], [-0.10, -0.07, 0.06], [-0.13, 0.15, -0.23], [0.11, 0.10, 0.00], [-0.19, -0.14, -0.02], [-0.02, 0.00, -0.10], [0.08, 0.08, -0.08], [0.13, -0.08, -0.03], [0.06, 0.08, 0.13], [-0.03, 0.07, 0.06], [0.04, 0.03, 0.16], [0.07, -0.09, 0.04], [-0.08, -0.07, 0.07], [0.01, -0.07, -0.08], [-0.04, 0.05, -0.11], [-0.06, 0.15, -0.06], [-0.06, 0.07, -0.15], [-0.03, 0.05, -0.11], [0.06, -0.08, 0.19], [-0.01, -0.03, -0.07], [0.18, 0.05, -0.11], [0.00, -0.04, 0.11], [-0.05, -0.06, 0.05], [0.01, 0.03, 0.04], [-0.03, 0.02, -0.04], [-0.02, -0.06, -0.05], [-0.05, -0.05, 0.01], [0.03, -0.08, 0.06], [0.03, -0.01, -0.01], [-0.01, -0.05, -0.05], [0.03, 0.09, 0.20], [0.07, -0.08, 0.07], [0.03, -0.01, 0.14], [0.10, -0.04, 0.12]], "mulliken_charge": [-1.377, 0.238, -1.656, 0.649, -0.846, -0.726, 0.161, -0.267, 1.205, -0.717, -0.641, -0.454, -0.715, -1.190, 0.335, -0.012, 0.178, -0.104, -0.040, -0.726, 0.295, -0.281, -1.414, 0.501, 0.164, -0.377, -0.621, -1.049, -1.082, 1.177, -0.821, 0.204, -0.306, -0.910, 0.369, 0.265, 0.552, 0.148, 0.420, 0.287, 0.468, 0.404, 0.342, 0.333, 0.378, 0.514, 0.382, 0.243, 0.488, 0.220, 0.383, 0.441, 0.434, 0.486, 0.196, 0.256, 0.340, 0.354, 0.366, 0.563, 0.748, 0.582, 0.264], "total_energy_ha": -1962.94570, "smiles": "CC(C)c1ccc(NS(=O)(=O)c2ccc3[nH]cc(C(=O)N4CCC(C(N)=O)CC4)c(=O)c3c2)cc1", "charge": 0, "lumo_energy_ev": 0.00, "orbital_gap_ev": 8.5}


No. 2
{"formula": "C25H28N5Re", "method": "ωB97M-V/def2-TZVPD", "symbols": ["Re", "C", "C", "C", "C", "C", "N", "C", "C", "C", "C", "C", "C", "C", "N", "C", "C", "C", "N", "C", "C", "N", "C", "C", "C", "N", "H", "H", "H", "H", "H", "H", "H", "H", "H", "H", "H", "H", "H", "H", "H", "H", "H", "H", "C", "C", "C", "C", "C", "H", "H", "H", "H", "H", "H", "H", "H", "H", "H"], "xyz": [[0.07623, -0.09918, 0.08384], [-1.25442, 3.77351, 6.02195], [-1.26458, 3.06160, 4.69668], [-2.05493, 3.49998, 3.63680], [-2.00727, 2.88172, 2.40795], [-1.19728, 1.76319, 2.14826], [-1.20298, 1.16318, 0.87778], [-2.21291, 1.54941, -0.04061], [-3.56287, 1.39737, 0.27298], [-4.55420, 1.76633, -0.61524], [-4.23743, 2.25632, -1.88289], [-5.31147, 2.60639, -2.87698], [-2.89790, 2.37625, -2.21205], [-1.90207, 2.05473, -1.29691], [-0.54246, 2.23478, -1.67581], [-0.04174, 3.08663, -2.58631], [1.31973, 2.88901, -2.65800], [1.58162, 1.87959, -1.73885], [0.45491, 1.49429, -1.13722], [-0.39223, 1.34117, 3.21449], [-0.42963, 1.99186, 4.44794], [0.53703, 0.25550, 3.10952], [1.06993, -0.44448, 4.11717], [2.10641, -1.21261, 3.61578], [2.13319, -0.92566, 2.26562], [1.17514, -0.03558, 1.93730], [-2.21800, 4.24042, 6.22086], [-1.02647, 3.09268, 6.84127], [-0.49982, 4.56269, 6.02495], [-2.70754, 4.35423, 3.77154], [-2.60768, 3.28291, 1.60529], [-3.81991, 0.98944, 1.24244], [-5.59271, 1.66742, -0.32449], [-6.25079, 2.82590, -2.37230], [-5.03119, 3.47116, -3.47754], [-5.49018, 1.77296, -3.55929], [-2.62453, 2.70598, -3.20722], [-0.66901, 3.79415, -3.09949], [2.02484, 3.41054, -3.27977], [2.52076, 1.41991, -1.47687], [0.24306, 1.67191, 5.23276], [0.67539, -0.38779, 5.11636], [2.73972, -1.89002, 4.16053], [2.79956, -1.29638, 1.50388], [1.24020, -2.22011, -1.09295], [-0.13055, -2.19923, -1.78568], [-0.78373, -3.57864, -1.74438], [0.03819, -1.74537, -3.24516], [-0.95351, -1.13944, -1.08031], [2.00337, -2.72270, -1.68917], [1.19201, -2.72781, -0.12789], [1.64194, -1.17678, -0.96796], [-0.18142, -4.31040, -2.28732], [-1.77321, -3.54227, -2.20213], [-0.90163, -3.92513, -0.71537], [0.59021, -2.49425, -3.81810], [0.57617, -0.79581, -3.29546], [-0.93636, -1.60697, -3.71659], [-2.02981, -1.16945, -1.27759]], "atomic_forces_ev_per_a": [[0.86, 0.67, 0.07], [0.01, -0.01, -0.06], [-0.02, 0.06, 0.01], [0.01, -0.01, 0.01], [0.04, 0.10, -0.04], [-0.22, -0.09, -0.14], [-0.12, -0.04, 0.33], [-0.05, 0.18, 0.34], [-0.02, -0.06, -0.04], [0.05, 0.00, -0.05], [-0.09, 0.04, 0.06], [0.04, -0.06, 0.02], [0.07, -0.05, -0.06], [-0.01, -0.02, -0.16], [0.02, 0.19, 0.09], [0.04, 0.08, 0.01], [0.04, -0.02, 0.03], [0.12, 0.05, 0.01], [-0.24, -0.23, -0.98], [0.09, -0.09, 0.08], [0.06, 0.01, 0.00], [-0.07, 0.09, -0.10], [0.02, -0.15, 0.05], [0.01, 0.03, 0.08], [-0.01, 0.13, -0.09], [-0.27, -0.46, 0.50], [0.00, -0.02, 0.01], [-0.01, 0.00, 0.00], [-0.01, 0.00, 0.02], [0.01, 0.00, -0.01], [-0.02, -0.02, 0.02], [0.00, 0.04, 0.00], [0.00, -0.05, -0.03], [0.00, 0.02, -0.01], [-0.01, 0.00, 0.01], [-0.01, 0.01, 0.00], [0.01, 0.02, 0.02], [-0.03, -0.02, 0.04], [-0.01, 0.01, 0.02], [-0.02, -0.01, 0.01], [0.01, 0.00, -0.02], [0.01, 0.05, -0.02], [-0.02, 0.01, 0.01], [-0.09, -0.07, -0.04], [-0.11, -0.09, 0.09], [-0.12, 0.14, -0.33], [0.05, 0.01, 0.13], [0.00, -0.05, 0.05], [-0.11, -0.40, 0.01], [0.05, 0.11, -0.04], [0.03, 0.00, 0.00], [0.05, -0.05, -0.02], [-0.01, 0.00, 0.01], [0.02, -0.01, -0.02], [-0.01, -0.01, -0.01], [0.00, 0.03, 0.00], [0.00, 0.00, -0.02], [0.01, -0.01, -0.01], [-0.02, 0.00, 0.16]], "lowdin_spin": [0.805, 0.002, 0.014, -0.003, 0.013, 0.000, 0.064, 0.007, 0.001, 0.000, -0.001, 0.000, 0.000, 0.001, 0.002, 0.000, 0.001, 0.011, 0.014, 0.014, -0.002, 0.001, 0.010, 0.001, 0.013, 0.012, 0.000, 0.000, 0.001, 0.000, 0.001, 0.000, 0.000, 0.000, 0.000, 0.000, 0.000, 0.000, 0.000, 0.004, 0.000, 0.001, 0.000, 0.001, 0.018, 0.010, 0.000, -0.001, -0.032, -0.001, 0.002, 0.012, 0.000, 0.000, 0.000, 0.000, 0.000, 0.000, 0.002], "spin_multiplicity": 2, "total_energy_ha": -1321.22058, "charge": 1, "lumo_energy_ev": [-2.94, -3.08], "orbital_gap_ev": [6.8, 6.9]}


No. 3
{"formula": "C25H28N8OSeSiTc", "method": "ωB97M-V/def2-TZVPD", "symbols": ["Tc", "N", "C", "N", "C", "N", "N", "C", "C", "C", "C", "C", "C", "N", "C", "C", "C", "C", "C", "C", "H", "H", "H", "H", "H", "H", "H", "H", "H", "H", "H", "N", "C", "O", "C", "C", "C", "N", "C", "C", "H", "H", "H", "H", "H", "H", "Se", "C", "N", "C", "Si", "C", "C", "C", "H", "H", "H", "H", "H", "H", "H", "H", "H", "H", "H"], "xyz": [[0.55587, 0.01548, -0.35525], [-2.14383, 1.77298, -3.36125], [-1.11183, 1.12788, -2.82715], [-0.84383, 1.11168, -1.54535], [-1.70303, 1.81858, -0.67965], [-1.56543, 1.64318, 0.61065], [-0.65763, 0.77688, 0.94585], [-0.66313, 0.26108, 2.29345], [0.73267, -0.24262, 2.54095], [1.32087, -0.23002, 3.79785], [2.65087, -0.60042, 3.92955], [3.34127, -1.03012, 2.80255], [2.68587, -1.03402, 1.58735], [1.42787, -0.60292, 1.44175], [-2.75923, 2.62938, -1.21465], [-3.58103, 3.44048, -0.42855], [-4.61693, 4.13758, -1.01525], [-4.87053, 4.02378, -2.37895], [-4.06983, 3.22688, -3.17525], [-3.00443, 2.55128, -2.60015], [-2.32013, 1.71798, -4.35805], [-0.47313, 0.56778, -3.49975], [-0.91653, 1.04458, 3.01505], [0.75547, 0.10238, 4.65375], [3.14507, -0.54632, 4.88585], [4.36997, -1.35012, 2.86275], [3.18267, -1.38122, 0.68955], [-3.38963, 3.49818, 0.62895], [-5.24193, 4.77368, -0.41255], [-5.69473, 4.55498, -2.82335], [-4.26163, 3.12258, -4.23045], [5.88727, 0.11598, -5.27575], [5.70937, 0.68608, -4.07405], [6.52207, 1.40458, -3.54005], [4.41247, 0.38138, -3.35015], [3.56217, -0.69092, -3.59935], [2.44607, -0.87002, -2.79615], [2.13457, -0.06062, -1.77895], [2.95477, 0.97538, -1.54555], [4.08407, 1.22548, -2.28745], [6.74737, 0.32378, -5.76305], [5.18977, -0.41822, -5.76035], [3.75737, -1.39912, -4.38935], [1.77387, -1.69842, -2.97445], [2.69407, 1.63118, -0.71845], [4.73287, 2.05648, -2.06035], [-0.21573, -2.30372, -0.76785], [-0.65633, -2.10302, -2.50225], [-0.94563, -1.93622, -3.60265], [-3.61063, -2.87522, 3.15455], [-1.81753, -2.30612, 3.51025], [-1.51833, -1.77092, 5.30425], [-0.55803, -3.54982, 2.80945], [-1.79173, -0.79282, 2.28405], [-3.85423, -3.78792, 3.68815], [-3.74453, -3.06562, 2.09365], [-4.32933, -2.11782, 3.45235], [-2.05743, -2.43142, 5.97555], [-1.87563, -0.76452, 5.50035], [-0.47173, -1.81932, 5.58725], [-0.60503, -4.50032, 3.32975], [0.46787, -3.19972, 2.88135], [-0.76423, -3.75642, 1.76035], [-1.81503, -1.24042, 1.28535], [-2.72473, -0.24292, 2.38905]], "atomic_forces_ev_per_a": [[-0.87, -0.19, 0.09], [0.68, -0.45, 0.17], [-0.41, 0.03, -1.22], [0.05, 0.33, 1.02], [0.09, -0.38, 0.40], [-1.39, 1.02, -0.12], [1.63, -0.20, -1.17], [-0.45, -0.27, 0.42], [-0.18, 0.33, 0.41], [0.02, -0.14, -0.25], [-0.15, -0.04, -0.29], [-0.21, -0.06, -0.08], [0.71, -0.27, -0.04], [-0.01, 0.07, 0.24], [-0.08, 0.05, -0.60], [-0.10, -0.01, -0.14], [0.15, -0.05, 0.21], [0.21, -0.23, -0.17], [0.04, 0.02, 0.02], [-0.24, 0.35, 0.81], [0.22, -0.15, 0.05], [-0.10, 0.01, -0.02], [0.13, 0.02, -0.17], [-0.11, 0.04, 0.03], [0.03, -0.03, 0.14], [0.03, -0.03, -0.05], [0.01, 0.08, -0.01], [-0.01, 0.05, 0.16], [-0.10, 0.08, 0.12], [-0.13, 0.09, -0.05], [-0.06, 0.05, -0.20], [0.11, -0.12, -0.31], [0.06, 0.00, -0.02], [-0.06, 0.08, 0.15], [-0.33, -0.01, 0.39], [0.05, 0.28, 0.16], [-0.13, -0.48, -0.32], [0.42, 0.12, -0.37], [0.41, 0.39, -0.02], [0.09, -0.05, -0.17], [-0.08, -0.03, 0.04], [-0.03, 0.03, 0.03], [-0.05, -0.11, -0.02], [0.05, -0.01, 0.01], [0.02, 0.02, 0.02], [0.06, 0.08, 0.05], [0.20, -0.33, 0.91], [-0.09, 0.12, -0.38], [-0.06, 0.18, -0.51], [0.94, 0.03, 0.46], [-0.70, 0.24, -0.74], [-0.03, -0.29, -0.59], [-0.39, 0.40, 0.34], [0.34, -0.48, 0.77], [-0.07, -0.19, 0.09], [0.05, -0.03, -0.20], [-0.07, 0.16, 0.09], [-0.10, -0.16, 0.12], [-0.12, 0.19, -0.06], [0.20, -0.04, 0.02], [-0.02, -0.19, 0.16], [0.24, 0.12, 0.08], [-0.14, 0.02, -0.08], [-0.04, -0.09, 0.12], [-0.13, 0.02, 0.05]], "lowdin_spin": [2.212, 0.031, 0.012, 0.048, 0.088, 0.015, 0.203, 0.026, 0.018, -0.003, 0.017, 0.000, 0.021, 0.025, 0.012, 0.017, 0.002, 0.027, -0.002, 0.025, 0.001, 0.000, 0.003, 0.000, 0.001, 0.000, 0.001, 0.000, 0.000, 0.001, -0.001, 0.001, 0.002, 0.003, 0.016, -0.001, 0.012, 0.027, 0.036, 0.000, 0.000, 0.000, 0.000, 0.001, 0.011, 0.000, 0.032, 0.019, 0.020, 0.002, 0.003, 0.000, 0.000, 0.016, 0.000, 0.000, 0.000, 0.000, 0.000, 0.000, 0.000, 0.000, -0.001, 0.000, 0.000], "spin_multiplicity": 4, "total_energy_ha": -4254.01937, "charge": 2, "lumo_energy_ev": [-7.33, -7.69], "orbital_gap_ev": [6.1, 6.2]}